The following is a quantum chemistry calculation of C4H6F2O in the gas phase, from the OMol25 dataset.

HOMO (eV): -9.6898
Relative energy (zero: lowest compared OMol25 entry of this formula, charge and spin) (eV): 1.130
E (eV): -11726.5377
E_LUMO (eV): 0.95
F_max (Eh/bohr): 0.019
Gap between HOMO and LUMO (eV): 10.637
SMILES: C=C(OC)C(F)F

Structure (ORCA input):
```
! RIJCOSX wB97M-V def2-TZVPD def2/J DEFGRID3
* xyz 0 1
F -2.49896 -0.18535 0.22610
F -0.97756 -1.60588 -0.47001
O 1.02121 0.38168 0.48546
C -0.68110 1.73954 -0.36872
C -0.26877 0.57803 0.11578
C 1.69484 -0.74143 -0.06881
C -1.21910 -0.57510 0.39430
H -1.70264 1.91083 -0.57120
H 1.35309 -1.68674 0.34425
H -1.09299 -0.96772 1.42776
H 2.75724 -0.62095 0.18333
H 1.58879 -0.74283 -1.17482
H 0.02595 2.51592 -0.52344
*
```